Density functional theory data (the ωB97M-V functional and the def2-TZVPD basis) for the molecule C18H28N4O2.

Each line ends with the Löwdin charge.
Positions of all 52 atoms, in Å:
1 C -1.852290 -3.190733 0.519749  -0.03
2 C -1.425347 -2.516534 1.783256  -0.22
3 C -2.378117 -2.171361 2.739760  -0.12
4 N -2.114729 -1.552264 3.874581  0.06
5 C -0.854837 -1.247602 4.132386  -0.16
6 C 0.181513 -1.541767 3.263849  -0.04
7 C -0.096338 -2.181915 2.060993  -0.17
8 C 1.023560 -2.475855 1.097810  -0.11
9 N 0.931174 -1.680817 -0.108420  0.09
10 C 0.788101 -2.227115 -1.328096  -0.50
11 O 0.725987 -3.424129 -1.525715  0.05
12 C 0.770512 -1.230049 -2.482634  -0.02
13 C 0.211736 0.178906 -2.213383  -0.21
14 C 0.287826 0.906883 -3.557709  -0.47
15 O -0.544683 0.758362 -4.427922  0.07
16 N 1.387100 1.667953 -3.752742  0.09
17 C 2.338618 2.099413 -2.752198  -0.15
18 C 2.243177 1.220896 -1.497685  -0.15
19 N 0.871869 0.913456 -1.132427  -0.14
20 C 0.109961 2.095120 -0.715038  -0.13
21 C -0.611352 1.929699 0.639538  -0.57
22 C -1.326244 3.248721 0.948627  -0.05
23 C -1.648427 0.808801 0.585310  -0.04
24 C 0.411228 1.645843 1.740911  -0.04
25 H -2.028775 -2.448705 -0.259903  0.09
26 H -2.780428 -3.735018 0.678021  0.08
27 H -1.096177 -3.876818 0.147426  0.07
28 H -3.421652 -2.409239 2.574627  0.11
29 H -0.674058 -0.745857 5.073931  0.10
30 H 1.197131 -1.276638 3.518778  0.11
31 H 0.999517 -3.523297 0.781493  0.13
32 H 1.985297 -2.279714 1.586296  0.13
33 H 0.955214 -0.666169 -0.044775  0.09
34 H 1.793636 -1.173382 -2.864974  0.13
35 H 0.168295 -1.674447 -3.278263  0.14
36 H -0.845071 0.075374 -1.953673  0.15
37 H 1.426195 2.140314 -4.646462  0.15
38 H 2.140379 3.149273 -2.494191  0.11
39 H 3.348847 2.044203 -3.170432  0.12
40 H 2.767457 0.278113 -1.666015  0.12
41 H 2.728340 1.727029 -0.660267  0.13
42 H -0.628560 2.368100 -1.478450  0.14
43 H 0.794982 2.940590 -0.611362  0.12
44 H -1.839682 3.179818 1.904200  0.09
45 H -2.062596 3.476592 0.181129  0.08
46 H -0.618107 4.073320 0.999814  0.08
47 H -2.388178 1.009743 -0.187061  0.09
48 H -2.166373 0.731731 1.538992  0.09
49 H -1.178518 -0.147710 0.383052  0.05
50 H 0.991223 0.755838 1.514090  0.06
51 H 1.096249 2.484311 1.850752  0.09
52 H -0.094585 1.488734 2.690427  0.08

Forces on the atoms, in the same order (eV/Å):
C 0.0219 -0.0011 -0.0120
C 0.0669 0.0772 0.2284
C 0.1084 -0.1439 -0.3255
N -0.3291 0.1742 0.4064
C 0.2470 0.0751 0.0572
C -0.1402 -0.1157 -0.1057
C -0.0662 0.0337 0.1927
C 0.0766 -0.2249 -0.0595
N 0.0136 0.0969 0.5177
C 0.0456 0.2850 -0.3292
O -0.0178 -0.3549 -0.1823
C -0.1065 -0.1416 0.0661
C -0.1210 -0.1747 -0.1877
C -0.1974 -0.0112 0.1308
O -0.2676 -0.1672 -0.0912
N 0.3495 0.2670 -0.2583
C 0.1254 0.0856 0.3878
C 0.2310 0.1233 -0.2368
N -0.0374 0.0848 -0.0436
C -0.2066 -0.0119 0.3744
C -0.0150 0.1522 -0.0424
C 0.1532 -0.2217 -0.1052
C 0.1965 0.1911 -0.0426
C -0.1785 0.0896 -0.2388
H -0.0086 0.0127 -0.1357
H -0.0614 -0.0337 -0.0289
H 0.0038 -0.0512 -0.0871
H -0.0919 -0.0932 -0.1222
H 0.1097 0.0460 0.0697
H 0.1093 0.0399 0.0240
H 0.0827 0.1315 0.0895
H -0.1196 -0.1014 -0.0220
H -0.0038 -0.0088 -0.1279
H -0.0263 -0.0242 -0.0242
H 0.0876 0.0289 0.0806
H 0.0874 0.0843 -0.1053
H -0.1588 -0.1306 0.0606
H 0.0903 -0.1204 0.0099
H -0.0671 0.0289 0.1060
H 0.0651 0.0597 0.0379
H 0.0238 -0.0539 -0.0603
H 0.0081 0.0560 -0.0296
H 0.0110 0.0419 -0.0556
H -0.0784 0.0232 0.1189
H -0.1221 0.0594 -0.0874
H 0.0787 0.1363 0.0201
H -0.1340 -0.0071 -0.1221
H -0.0576 -0.0515 0.1174
H 0.0004 -0.1880 -0.0326
H 0.1081 -0.1285 0.0484
H 0.1324 0.1156 0.0329
H -0.0209 -0.0387 0.1244

Calculated values
Electronic energy = -1072.25026 Ha
LUMO level = 0.47 eV
SMILES string = Cc1cnccc1CNC(=O)C[C@@H]1C(=O)NCCN1CC(C)(C)C
Energy relative to the best compared isomer or geometry (same formula, charge and spin) = 0.000 eV